(1)
Below is C34H37BrN7O3PRh as an isolated structure, with properties calculated with ωB97M-V/def2-TZVPD.

Structure (XYZ):
```
84
C34H37BrN7O3PRh (ωB97M-V/def2-TZVPD)
Rh 0.393 -0.444 0.468
Br -1.182 -2.386 -0.646
P -0.455 1.101 -1.039
O 4.337 -1.229 -0.445
O -1.173 -5.672 3.359
O -0.263 1.211 4.172
N 1.854 0.014 1.666
N -2.813 1.894 -2.147
N 2.041 -1.115 -0.628
N -0.903 3.431 -2.325
N 0.299 -2.262 1.613
N -0.999 1.403 -3.703
N -0.638 0.487 2.000
C -2.345 3.281 -2.089
C -2.313 1.124 -1.006
C 2.228 -1.333 -2.036
C 4.099 -0.344 2.305
C -1.952 2.549 2.065
C -4.319 1.092 2.181
C 1.931 -2.579 -2.587
C 0.716 -2.612 2.842
C -0.702 3.390 2.181
C 1.544 0.442 2.894
C -0.663 -4.553 2.830
C 3.807 0.156 3.568
C -0.576 2.801 -3.607
C -0.109 2.902 -1.215
C -0.588 -3.052 1.041
C -3.100 0.414 2.221
C 3.265 0.972 -2.206
C 2.809 -0.327 -2.817
C -3.093 -1.080 2.394
C 1.623 -3.795 -1.747
C -0.218 0.570 -2.786
C -1.932 1.149 2.096
C 0.097 0.742 3.102
C 2.509 0.538 3.874
C -1.115 -4.203 1.561
C 3.085 -0.414 1.377
C 2.961 -0.533 -4.180
C 2.068 -2.746 -3.966
C -2.427 1.315 -3.429
C 0.266 -3.742 3.482
C 3.237 -0.969 0.005
C -3.186 3.192 1.990
C -4.367 2.467 2.030
C 2.562 -1.730 -4.761
H 0.633 -3.986 4.470
H -2.770 -1.587 1.486
H -2.702 0.104 -1.030
H 4.237 0.855 -1.722
H 3.367 1.741 -2.973
H -1.089 3.358 -4.391
H 2.677 -1.880 -5.827
H 2.206 0.901 4.846
H 4.583 0.221 4.320
H -5.322 2.976 1.990
H -2.734 0.268 -3.455
H 1.458 -3.546 -0.701
H 0.759 -4.340 -2.129
H -1.845 -4.802 1.037
H -2.957 1.849 -4.218
H 1.831 -3.708 -4.409
H 2.476 -4.477 -1.783
H 2.576 1.331 -1.439
H -0.367 3.417 -0.298
H -0.369 3.427 3.219
H -4.095 -1.439 2.625
H 0.955 3.054 -1.399
H -3.213 4.275 1.942
H 3.390 0.252 -4.793
H -2.865 3.840 -2.866
H 1.443 -1.964 3.313
H -2.661 1.585 -0.096
H 0.823 0.651 -3.049
H 0.136 2.997 1.604
H -2.600 3.705 -1.118
H 5.083 -0.685 2.012
H -0.897 4.415 1.861
H 0.499 2.868 -3.780
H -5.239 0.523 2.262
H -0.804 -5.838 4.236
H -2.420 -1.390 3.198
H -0.485 -0.484 -2.897
```

Summary:
**Total charge**: +1
**Kohn-Sham gap**: 6.753 eV
**ΔE to the lowest compared entry with this formula, charge and spin**: 0.00 kJ/mol

Results of the Mulliken charge analysis, in e, for atoms 1 through 2:
1. Rh -2.113
2. Br 0.031

---

(2)
Below is C34H37BrN7O5PS as an isolated structure, with properties calculated with ωB97M-V/def2-TZVPD.

Structure (XYZ):
```
86
C34H37BrN7O5PS (ωB97M-V/def2-TZVPD)
Br 0.319 2.168 -5.159
S 0.361 5.672 -1.473
P -1.744 5.300 -4.728
O 0.140 4.725 -2.873
O -1.000 6.666 -1.733
O 0.379 1.759 -2.299
O 0.143 4.915 -0.177
O 1.692 6.346 -1.581
N -1.689 -1.821 -0.372
N 4.788 -5.705 8.088
N -4.711 1.735 -2.892
N 3.061 4.370 -6.623
N 2.865 -1.454 3.940
N -5.042 -2.589 2.077
N -3.206 6.003 -4.806
C -2.029 5.614 -1.923
C 4.713 -2.792 3.172
C 5.497 -2.340 4.225
C 4.075 -5.707 9.226
C -4.504 -0.336 -1.684
C -4.980 -5.259 1.261
C 3.841 4.784 -5.611
C -4.061 -3.064 1.290
C -1.143 -2.688 -1.241
C 3.644 -1.034 4.950
C -6.005 -4.797 2.075
C -0.286 2.267 -3.245
C -0.905 -1.404 0.637
C -5.787 -0.185 -1.176
C -5.950 1.857 -2.388
C 4.905 3.028 -7.394
C 0.405 -1.815 0.817
C 3.132 -4.744 9.548
C 5.151 4.371 -5.428
C -4.015 0.644 -2.530
C -1.684 3.067 -2.999
C -3.987 -4.378 0.857
C 0.155 -3.161 -1.146
C 2.912 -3.714 8.645
C -6.528 0.934 -1.532
C -5.992 -3.463 2.452
C 3.636 -3.686 7.461
C 4.554 -4.698 7.231
C 5.690 3.475 -6.340
C 3.608 3.504 -7.492
C 4.955 -1.443 5.134
C -1.324 4.642 -2.987
C 3.414 -2.321 3.074
C 0.942 -2.713 -0.095
H 4.286 -6.531 9.901
H -1.796 -3.007 -2.048
H 5.294 2.328 -8.123
H -6.205 -0.931 -0.508
H -2.386 2.840 -3.873
H 0.543 -3.862 -1.876
H -6.795 -5.457 2.409
H 2.183 -2.941 8.861
H -1.791 4.201 -5.666
H -7.531 1.084 -1.154
H 5.735 4.741 -4.594
H 2.763 -2.641 2.266
H 0.991 -1.444 1.649
H -3.898 -1.196 -1.427
H -3.084 6.987 -5.113
H 6.519 -2.685 4.335
H -1.371 -0.706 1.326
H 1.965 -3.059 0.012
H -2.941 6.227 -2.235
H 3.175 -0.336 5.636
H -3.173 -4.705 0.221
H 2.956 3.187 -8.301
H -6.772 -3.054 3.085
H -3.016 0.573 -2.950
H 5.141 -4.721 6.318
H 5.103 -3.493 2.444
H 3.490 -2.897 6.735
H -2.327 5.051 -0.961
H -2.174 2.781 -2.008
H -6.490 2.746 -2.699
H 6.711 3.127 -6.230
H -0.745 6.274 -5.139
H 2.584 -4.798 10.480
H -3.306 -2.338 1.004
H -4.956 -6.296 0.944
H 5.538 -1.069 5.967
H 3.374 5.482 -4.923
```

Summary:
**Kohn-Sham gap**: 8.853 eV

Results of the Mulliken charge analysis, in e, for atoms 1 through 2:
1. Br -0.157
2. S 1.047

---

(3)
Below is C34H37CrN6O4S2 as an isolated structure, with properties calculated with ωB97M-V/def2-TZVPD.

Structure (XYZ):
```
84
C34H37CrN6O4S2 (ωB97M-V/def2-TZVPD)
Cr 0.622 -0.099 0.684
S 0.537 -2.849 -3.978
S 0.459 0.111 -4.198
O 1.308 -1.186 2.006
O 0.461 1.760 1.168
O -1.240 0.074 0.285
O 0.836 -5.164 0.605
N 0.473 -1.142 -1.899
N 0.422 -2.041 0.189
N -1.392 4.599 1.949
N -2.575 2.262 -0.386
N 2.548 0.282 0.087
N 0.581 -2.380 -1.213
C 1.354 2.693 1.323
C 2.690 2.588 0.908
C 0.531 -3.467 2.232
C 1.265 -2.454 1.370
C -4.375 -0.800 -1.307
C -0.430 3.873 2.384
C -2.110 -0.646 -0.363
C 4.067 6.062 1.745
C 3.349 -0.847 -0.430
C -2.745 3.701 -0.662
C -5.369 -2.995 -2.053
C 0.487 -1.304 -3.166
C 3.198 1.363 0.312
C 0.026 -3.080 3.470
C 0.386 -4.801 1.849
C 1.783 5.007 1.967
C -1.345 5.407 0.712
C 3.690 -1.841 0.689
C 2.652 -2.940 0.919
C -2.999 -2.722 -1.199
C -0.223 -5.718 2.693
C 0.155 -0.816 -5.730
C -1.438 4.496 -0.512
C -0.703 -5.315 3.929
C -3.463 1.378 -0.753
C -0.586 -3.990 4.319
C -3.319 -0.027 -0.762
C 0.871 -2.148 -5.619
C 0.930 3.906 1.871
C -1.943 -2.015 -0.669
C -0.652 -2.716 -0.457
C 3.533 3.690 1.044
C 3.110 4.910 1.571
C -4.251 -2.147 -1.506
H -3.530 4.094 -0.011
H -3.106 3.811 -1.683
H -2.855 -3.779 -1.402
H 3.024 -3.622 1.683
H 4.255 1.385 0.038
H 2.525 -3.521 0.007
H -0.712 -3.786 -0.297
H 0.759 -6.120 0.500
H -5.083 -3.457 -2.999
H -5.622 -3.798 -1.359
H 0.501 -2.860 -6.355
H -5.301 -0.300 -1.572
H -0.585 3.814 -0.505
H -1.167 -6.040 4.585
H -0.410 5.955 0.685
H -2.293 4.501 2.404
H -0.917 -0.943 -5.861
H 4.801 6.091 0.941
H 3.543 7.016 1.763
H -6.266 -2.403 -2.223
H -1.685 1.891 -0.041
H 3.866 -1.288 1.613
H 4.262 -0.456 -0.881
H 1.947 -2.037 -5.738
H 0.146 -2.049 3.770
H 0.554 -0.221 -6.550
H -1.313 5.135 -1.385
H 4.627 -2.330 0.424
H 2.784 -1.345 -1.214
H -2.159 6.127 0.750
H 4.565 3.593 0.719
H -4.394 1.784 -1.144
H 1.423 5.932 2.408
H -0.687 3.165 3.169
H -0.317 -6.752 2.379
H 4.614 5.968 2.685
H -0.960 -3.667 5.281
```

Summary:
**Total charge**: +2
**Multiplicity**: 2
**⟨S²⟩**: 0.812
**Kohn-Sham gap (alpha / beta)**: 6.909 / 6.929 eV

Results of the Mulliken charge analysis, in e, for atoms 1 through 2:
1. Cr -0.071
2. S -0.011

---

(4)
Below is C34H37FN8O4SSr as an isolated structure, with properties calculated with ωB97M-V/def2-TZVPD.

Structure (XYZ):
```
86
C34H37FN8O4SSr (ωB97M-V/def2-TZVPD)
Sr -1.402 0.324 -2.127
S -5.249 -1.777 -3.320
F 2.610 -1.794 3.010
O -3.231 3.482 0.132
O -2.560 1.864 -1.235
O -0.920 -0.001 0.018
O -1.266 -1.058 -3.687
N 0.954 -0.284 -2.139
N -0.108 3.006 2.685
N -4.832 0.628 -2.134
N -3.236 -2.457 -1.917
N 3.425 0.365 4.686
N -3.388 -1.154 -1.681
N 2.243 -1.935 -1.494
N 5.383 -0.292 6.576
C -2.488 2.564 -0.196
C -4.490 -4.572 -4.596
C 0.572 -2.495 -3.212
C 0.045 4.069 3.653
C 0.298 0.793 1.854
C 1.663 1.667 3.655
C -4.147 -4.394 -3.120
C -1.631 2.017 -4.416
C 1.197 -1.581 -2.293
C 1.970 -0.587 2.901
C 4.158 0.452 6.979
C 4.592 -0.382 4.279
C 0.642 -4.626 -4.382
C -0.698 0.936 0.801
C -1.110 -3.067 -4.863
C -4.392 -0.617 -2.310
C 3.027 0.038 6.037
C -0.504 -4.271 -5.095
C -1.357 2.217 0.781
C 2.359 0.453 3.738
C -0.635 -2.137 -3.897
C 1.121 5.076 3.253
C -1.645 3.300 -3.883
C 1.163 -3.739 -3.469
C 0.620 1.843 2.745
C -2.983 1.656 -4.683
C 2.671 -0.820 -0.823
C 5.759 0.034 5.172
C 1.861 0.188 -1.242
C -1.051 3.152 1.707
C 0.978 -0.434 1.970
C -3.799 2.716 -4.295
C -2.989 3.726 -3.794
C -4.078 -2.963 -2.730
H 2.121 0.596 6.280
H 1.870 1.222 -0.950
H -0.910 -4.951 -5.832
H -1.592 4.088 1.687
H 6.669 -0.506 4.906
H -0.915 4.586 3.732
H -4.907 -4.890 -2.507
H 4.813 -0.137 3.239
H -3.324 4.673 -3.403
H -4.580 -5.628 -4.842
H 1.126 -5.577 -4.552
H -5.433 -4.081 -4.829
H 2.603 -2.867 -1.383
H 0.692 -1.241 1.317
H 3.503 -0.852 -0.148
H -5.410 1.020 -2.859
H 0.893 5.494 2.276
H 3.917 0.222 8.017
H 0.274 3.630 4.629
H 2.078 -4.019 -2.958
H 5.927 1.110 5.100
H 1.978 2.455 4.316
H 6.156 -0.099 7.219
H -3.710 -4.135 -5.211
H -0.780 3.894 -3.628
H 5.164 -1.298 6.611
H 4.355 1.520 6.872
H -3.179 -4.843 -2.892
H 1.150 5.884 3.980
H 2.100 4.606 3.202
H 4.467 -1.476 4.357
H 2.816 -1.040 6.174
H -1.987 -2.762 -5.416
H -3.293 0.742 -5.169
H -4.127 1.276 -1.753
H -4.876 2.753 -4.371
H -0.769 1.500 -4.811
```

Summary:
**Kohn-Sham gap**: 1.990 eV
**ΔE to the lowest compared entry with this formula, charge and spin**: 336.14 kJ/mol

Results of the Mulliken charge analysis, in e, for atoms 1 through 2:
1. Sr 2.677
2. S -0.318

---

(5)
Below is C34H37I2N6P2Ti as an isolated structure, with properties calculated with ωB97M-V/def2-TZVPD.

Structure (XYZ):
```
82
C34H37I2N6P2Ti (ωB97M-V/def2-TZVPD)
I -1.978 -3.184 -2.680
I 1.460 -0.469 -2.179
Ti 0.275 0.135 0.226
P 1.193 2.627 0.153
P -2.920 -1.252 1.039
N -1.724 0.311 -0.924
N -2.685 0.310 3.348
N -0.223 -1.927 0.615
N -1.017 0.587 1.947
N -3.789 -0.258 -1.424
N -1.478 -3.683 0.984
C -2.172 -0.029 2.152
C 0.474 5.407 0.050
C 3.040 1.270 3.491
C 0.658 3.497 -2.859
C 3.341 2.415 4.208
C -5.127 -0.845 -1.356
C 1.884 5.875 -0.230
C -1.848 6.083 0.324
C -2.231 4.759 0.479
C 4.788 2.988 -1.756
C 2.380 3.750 2.468
C 3.801 2.801 -0.801
C -0.515 6.389 0.110
C -0.779 1.349 3.074
C 2.402 1.333 2.249
C -2.817 -0.305 -0.489
C -2.650 -4.540 1.189
C 2.089 3.318 -2.421
C 0.575 -3.044 0.556
C -3.285 0.411 -2.506
C 2.457 2.971 -1.118
C 2.007 0.074 1.513
C 0.087 4.070 0.221
C -0.194 -4.143 0.776
C -1.263 3.769 0.419
C -2.006 0.746 -2.193
C -1.453 -2.349 0.863
C -1.807 1.185 3.944
C 2.087 2.595 1.740
C 3.005 3.668 3.700
C 3.092 3.510 -3.365
C -3.925 -0.180 3.966
C 4.432 3.352 -3.046
C -0.440 -2.528 -3.847
H -1.270 1.253 -2.788
H -3.171 -4.260 2.100
H -3.317 -4.464 0.333
H 3.289 0.297 3.897
H -0.710 -1.850 -4.637
H 0.330 4.534 -2.758
H 1.628 -2.964 0.347
H 0.094 1.971 3.174
H 5.189 3.504 -3.802
H -5.747 -0.347 -2.097
H -5.557 -0.686 -0.370
H 2.656 5.156 0.028
H 0.552 3.210 -3.906
H -3.744 -1.114 4.492
H 2.093 4.720 2.087
H 3.830 2.334 5.169
H -2.582 6.876 0.364
H -4.679 -0.319 3.198
H 5.830 2.850 -1.500
H 2.813 3.778 -4.376
H -2.302 -5.565 1.276
H -4.264 0.577 4.668
H -5.082 -1.910 -1.580
H -0.218 7.423 -0.018
H -0.043 2.899 -2.277
H -2.001 1.610 4.910
H 2.008 6.097 -1.292
H 1.907 -0.736 2.248
H 3.223 4.564 4.263
H 4.093 2.521 0.205
H -1.563 2.729 0.510
H 2.805 -0.234 0.821
H -3.270 4.503 0.636
H 0.390 -3.206 -3.934
H 2.074 6.797 0.321
H -3.873 0.577 -3.390
H 0.035 -5.192 0.798
```

Summary:
**Total charge**: +1
**Kohn-Sham gap (alpha / beta)**: 3.784 / 3.886 eV

Results of the Mulliken charge analysis, in e, for atoms 1 through 2:
1. I 0.046
2. I -0.126

---

(6)
Below is C34H37MoN5S as an isolated structure, with properties calculated with ωB97M-V/def2-TZVPD.

Structure (XYZ):
```
78
C34H37MoN5S (ωB97M-V/def2-TZVPD)
Mo 0.012 -0.660 0.485
S -2.080 -0.903 1.639
N -0.247 1.014 -0.060
N 0.553 0.270 2.431
N 1.954 -0.333 -1.996
N 0.071 -2.956 0.920
N -0.406 -1.605 -1.306
C -0.384 -0.808 -2.487
C -1.313 -3.623 -2.438
C -1.234 5.023 -0.864
C -1.633 -5.620 -1.107
C 1.768 0.613 2.767
C -1.829 0.380 2.808
C 0.439 3.329 -0.410
C -3.049 1.714 -0.380
C 0.798 -0.130 -2.823
C -2.686 1.937 4.467
C 2.034 1.525 3.816
C -2.885 0.955 3.472
C 2.917 0.015 2.006
C -1.501 0.262 -4.352
C -1.428 2.326 4.814
C 1.896 2.997 -0.180
C -0.505 0.805 3.134
C -0.157 -3.486 2.272
C 0.811 0.731 -3.912
C 1.510 -2.825 0.626
C -1.730 -4.945 -2.314
C 2.961 0.713 -2.116
C -0.314 1.756 4.159
C -2.222 4.051 -0.771
C -1.518 -0.604 -3.264
C -0.576 2.329 -0.324
C -1.929 2.719 -0.508
C 0.087 4.645 -0.682
C 1.012 2.104 4.486
C 2.556 -1.646 -2.226
C -0.337 0.936 -4.673
C -1.063 -4.968 -0.017
C -0.637 -3.661 -0.139
C -0.796 -2.934 -1.334
H 3.792 0.660 2.075
H 1.718 1.266 -4.167
H -3.265 4.330 -0.908
H 3.352 -1.819 -1.496
H -1.262 3.067 5.588
H 0.877 5.391 -0.748
H 3.676 0.617 -1.295
H -2.149 -5.451 -3.178
H 1.729 -1.820 0.236
H 0.343 -4.448 2.409
H -0.945 -5.500 0.922
H -3.887 0.628 3.218
H -1.982 -6.640 -1.009
H -2.434 -1.114 -2.985
H 1.198 2.832 5.270
H 3.528 0.652 -3.056
H 3.063 1.766 4.053
H -2.405 0.420 -4.932
H 2.992 -1.710 -3.230
H 2.680 -0.103 0.951
H 1.814 -3.507 -0.152
H -2.721 0.717 -0.659
H 1.807 -2.428 -2.125
H 2.490 1.693 -2.055
H 2.110 -2.982 1.516
H -1.492 6.056 -1.075
H 2.532 3.454 -0.945
H -3.543 2.384 4.958
H -0.316 1.634 -5.502
H 2.237 3.371 0.794
H 2.055 1.927 -0.195
H 3.186 -0.962 2.411
H -1.218 -3.594 2.443
H -3.410 1.650 0.652
H -3.892 2.003 -1.013
H 0.229 -2.774 2.995
H -1.406 -3.106 -3.385
```

Summary:
**Multiplicity**: 3
**⟨S²⟩**: 2.036
**Kohn-Sham gap (alpha / beta)**: 5.380 / 6.697 eV
**ΔE to the lowest compared entry with this formula, charge and spin**: 135.36 kJ/mol

Results of the Mulliken charge analysis, in e, for atoms 1 through 2:
1. Mo 0.461
2. S -0.463

---

Number 1: F_max 1.712 eV Å⁻¹. Number 2: F_max 6.512 eV Å⁻¹. Number 3: F_max 1.865 eV Å⁻¹. Number 4: F_max 3.478 eV Å⁻¹. Number 5: F_max 1.367 eV Å⁻¹. Number 6: F_max 1.159 eV Å⁻¹.